This record from OMol25 describes a structure of composition C3H2Br2Cl3O2Se2Te2Ti. The level of theory is ωB97M-V/def2-TZVPD.

Summary:
Energy above the lowest of the compared OMol25 structures with the same formula, charge and spin ... 18.36 kcal per mole

```
! RIJCOSX wB97M-V def2-TZVPD def2/J DEFGRID3
* xyz -1 1
Te -3.3850 1.5530 0.6804
Te -1.1306 3.2323 0.6335
Br 3.3014 -0.0502 0.2595
Br -0.7272 -0.0634 2.9798
Se 0.4675 1.7015 -0.4952
Se -2.1990 -0.4146 -0.2324
Ti 0.1945 -0.4672 0.8043
Cl 0.6298 -5.3941 0.1251
Cl -1.6513 -3.9351 1.1985
Cl -1.2983 -4.1907 -1.6629
O 0.9560 -2.4600 1.0228
O 0.2259 -1.8435 -0.9321
C 2.0008 0.1494 1.7175
C -0.4741 -4.0232 -0.1206
C 0.3416 -2.7166 -0.0482
H 2.0609 1.1716 2.0719
H 2.3058 -0.5676 2.4771
*
```

This record from OMol25 describes a cluster of 7 separate species, C50H66BrI2N8OS in total. The level of theory is ωB97M-V/def2-TZVPD.

```
! RIJCOSX wB97M-V def2-TZVPD def2/J DEFGRID3
* xyz 1 1
I 5.6044 0.4313 3.2081
I -0.2669 -0.0474 6.2299
Br 2.1592 2.1919 7.7240
S 3.6735 3.3874 5.3628
O -6.4120 -1.0388 2.8455
N -0.5453 3.2181 -5.0638
N 4.6426 1.9619 -7.1556
N 6.2063 -2.0412 -0.6625
N -2.2980 -3.9023 0.9014
N -4.8827 -5.9884 -2.7374
N -3.4763 1.5320 -1.3363
N 2.9339 0.9104 5.3804
N 0.3643 1.1629 4.6047
C -3.1621 3.3467 -2.8709
C 7.1223 -1.7014 -2.8501
C 0.5171 6.0225 2.5989
C -1.0852 -0.6356 1.5343
C 1.4940 6.6219 2.2240
C 1.2371 0.4340 3.5760
C 0.7624 -0.9943 3.3039
C -0.0413 3.9752 -6.0371
C 4.8621 2.1355 -8.4575
C 2.2062 3.5484 -5.3656
C 0.9710 2.4700 5.1081
C 0.9854 3.5737 4.0499
C -0.3629 3.8159 3.3436
C -5.3739 -6.1801 -3.9599
C -3.0555 -6.2992 2.1030
C 4.0295 0.8391 -6.7861
C 7.1560 0.0763 -1.2627
C -3.5756 -4.2768 0.9611
C -0.6548 5.3118 3.1227
C -4.1325 -0.6824 2.0825
C -4.3661 -3.7341 -3.3668
C -4.8798 -3.9490 -4.6361
C -3.2386 0.5220 2.4115
C -1.3968 -4.7224 1.4415
C -1.9685 0.6129 1.5554
C 1.6942 2.7578 -4.3481
C -1.7212 -5.9253 2.0490
C 2.3655 2.1714 5.7806
C -5.3947 -5.1988 -4.9406
C 0.3180 2.6261 -4.2409
C -0.7081 -1.1906 2.9115
C -5.0522 -1.1066 3.2392
C -4.2348 0.9324 -2.2520
C 6.5367 -0.7838 -0.3684
C 1.3189 4.1721 -6.2294
C 7.4566 -0.3949 -2.5315
C 3.6597 -0.5048 3.4840
C 2.7297 0.6256 3.9720
C 4.4877 1.2180 -9.4280
C 3.8130 -1.7014 4.4114
C -7.2568 -0.3103 3.7092
C -2.9548 2.7161 -1.6570
C 3.6171 -0.1415 -7.6746
C -4.5021 1.4778 -3.4990
C 6.4995 -2.4797 -1.8855
C -4.0053 -5.4575 1.5469
C -3.9543 2.7114 -3.8142
C 3.8519 0.0542 -9.0265
C -4.3904 -4.7828 -2.4596
C 4.9292 -2.6822 4.0248
H -5.7701 -7.1689 -4.1626
H 1.7653 3.4020 3.3081
H -4.2891 -3.5935 0.5127
H -4.8059 -0.3869 1.2748
H 3.1242 -1.0335 -7.3136
H 3.2747 3.6689 -5.4884
H -0.8608 -2.2736 2.8888
H 6.2868 -0.4617 0.6379
H -4.6514 -0.0289 -1.9695
H -8.1670 -0.0731 3.1573
H -5.0566 -5.7092 1.5586
H 3.5447 -0.6863 -9.7535
H -6.7948 0.6343 4.0195
H -5.8051 -5.4133 -5.9178
H -0.1205 2.0122 -3.4597
H -0.3618 -4.4008 1.3764
H -1.6346 -1.4217 1.0122
H -3.9943 -4.6590 -1.4599
H -2.3326 3.1815 -0.8976
H -7.5354 -0.8938 4.5939
H -1.4635 5.3955 2.3903
H -1.2064 3.3610 3.8755
H -3.3489 -7.2325 2.5653
H 7.3990 1.0884 -0.9682
H 7.3389 -2.1127 -3.8261
H -4.1347 3.1683 -4.7776
H 4.0109 -1.3475 5.4258
H 2.3481 2.2496 -3.6519
H -2.9866 0.5150 3.4839
H -1.3736 1.4446 1.9414
H -3.9515 -2.7756 -3.0827
H -4.8782 -3.1578 -5.3750
H 6.2226 -3.5055 -2.1016
H -0.9456 -6.5543 2.4640
H 1.2366 4.4856 4.5929
H -0.3185 3.3624 2.3534
H -4.8247 -2.1336 3.5489
H 1.0325 -1.6599 4.1238
H 1.3430 -1.3309 2.4393
H 3.8595 0.7223 -5.7205
H -0.5243 1.3563 4.1324
H -5.1249 0.9443 -4.2039
H 5.3636 3.0560 -8.7355
H 5.0971 -2.7061 2.9461
H 2.6837 0.1483 5.9968
H -0.7639 4.4462 -6.6948
H -0.2016 -0.4317 0.9198
H 3.0656 1.5224 3.4459
H -3.5289 -1.5289 1.7551
H 4.6679 -3.6939 4.3396
H -1.3874 -0.8317 3.6864
H -2.2556 0.9003 0.5436
H 3.1061 4.4475 5.9535
H 1.0789 1.0032 2.6521
H -0.9926 5.7930 4.0443
H 2.3471 7.1359 1.8354
H -4.8905 -0.4623 4.1131
H 1.6717 4.7953 -7.0395
H -3.8097 1.4445 2.2629
H 0.3139 2.8118 5.9093
H 5.8681 -2.4257 4.5153
H -2.7047 4.3038 -3.0766
H 4.6915 1.4146 -10.4715
H 7.9429 0.2433 -3.2580
H 3.3805 -0.8112 2.4780
H 2.8753 -2.2635 4.4339
*
```

This record from OMol25 describes an isolated molecule of C6H9BrS. The level of theory is ωB97M-V/def2-TZVPD.

Summary:
SMILES ... CC1=C[C@@](C)(Br)SC1
Energy above the lowest of the compared OMol25 structures with the same formula, charge and spin ... 0.00 kcal per mole

```
! RIJCOSX wB97M-V def2-TZVPD def2/J DEFGRID3
* xyz 0 1
Br 2.9081 -0.5826 -0.2171
S 0.7889 1.7804 -0.5088
C 0.1052 -0.6069 0.3691
C -0.5348 0.8822 -1.3815
C -0.7695 -0.3733 -0.6024
C 1.5516 0.7649 1.9441
C -1.9310 -1.2276 -0.9738
C 1.2072 0.3641 0.5312
H -0.2122 0.6674 -2.4031
H 2.3779 1.4727 1.9488
H -1.4163 1.5228 -1.4176
H 0.0946 -1.4790 1.0021
H -1.9375 -2.1432 -0.3893
H -2.8639 -0.6906 -0.8021
H 1.8319 -0.1084 2.5305
H -1.8842 -1.4819 -2.0322
H 0.6840 1.2390 2.4020
*
```

This record from OMol25 describes a cluster of 14 separate species, C4H37N2O14 in total. The level of theory is ωB97M-V/def2-TZVPD.

Summary:
Energy above the lowest of the compared OMol25 structures with the same formula, charge and spin ... 42.51 kcal per mole

```
! RIJCOSX wB97M-V def2-TZVPD def2/J DEFGRID3
* xyz -1 1
O 0.6983 3.6422 1.3350
O 1.4533 2.4780 -2.1902
O 1.7401 -3.2796 0.5455
O -4.3213 0.8326 -1.7987
O 2.8826 -0.6262 -0.7848
O 1.2402 -1.3713 3.3997
O -3.0904 -0.9793 2.9848
O -0.9955 -2.2853 2.3700
O 2.9076 1.3618 2.7263
O 1.6255 -1.8409 -3.2415
O -3.9068 -0.8847 0.5092
O -0.2618 4.2991 -1.3161
O -1.0203 -1.0883 -4.3010
O 2.9799 -1.1451 1.6840
N -1.1435 1.3105 1.8102
N -0.5011 1.3050 -1.6181
C -0.6083 -1.0217 -1.0566
C -0.3250 0.3623 -0.4865
C -1.4461 0.5817 0.5701
C 0.4388 1.5123 -2.6489
H -0.4515 -1.7406 -3.8271
H -1.7975 -1.0560 -3.7374
H 3.7590 -1.4324 2.1654
H 2.7461 0.3999 2.6663
H -1.4542 2.2601 1.7469
H -0.5731 -2.3979 1.5070
H 0.7290 0.5398 -0.0365
H 0.0609 -1.2738 -1.9349
H -4.5505 0.4233 -0.9571
H 0.3555 3.6181 -1.6931
H -3.4131 1.1184 -1.7212
H -1.6210 -1.0882 -1.3996
H 1.9671 2.0273 -1.5048
H -0.2062 1.2994 2.1689
H -1.6685 -0.4211 0.9548
H -3.5022 -1.3107 -0.2408
H -2.3603 0.9508 0.1171
H 1.8259 -1.6608 -2.3035
H 1.8087 -4.0421 1.1325
H 1.0804 0.7125 -3.0423
H -2.7660 -1.8788 3.1159
H 0.7850 4.5278 0.9716
H 1.9342 -1.6992 3.9754
H -0.2835 -1.7838 2.8475
H -3.3998 -0.8959 1.3474
H -1.4615 1.5044 -1.8356
H 3.0330 -0.7407 0.2415
H 1.9774 -1.2391 2.5350
H 3.6025 -1.1748 -1.1245
H 3.3880 1.7423 1.9974
H -2.3434 -0.3752 3.0422
H -0.3670 -1.7925 -0.3012
H 0.0482 2.0781 -3.4555
H 1.5667 3.2666 1.1316
H 1.9300 -2.7199 -3.4732
H 2.1050 -2.6174 1.2195
H -0.8297 3.7089 -0.7879
*
```

This record from OMol25 describes a structure of composition C18H38BrCaCl5FMgO13PV. The level of theory is ωB97M-V/def2-TZVPD.

```
! RIJCOSX wB97M-V def2-TZVPD def2/J DEFGRID3
* xyz 1 1
Br -4.5674 4.4816 0.8029
V 4.9622 -6.5400 -2.8684
Ca 0.9377 3.7949 -3.3440
Cl -3.8588 -4.2448 -0.0163
Cl -3.1902 -4.7203 -2.7781
Cl -1.1879 -5.0449 -0.7507
Cl -4.8738 -1.3830 1.2724
Cl -3.3663 -6.9346 -0.9379
P -1.1167 -0.0618 2.8627
Mg 6.6194 3.1312 -2.8704
F -5.7442 -4.2112 -3.3020
O -1.1419 -1.6149 2.5730
O -6.5264 -1.0824 5.2436
O -0.2200 1.6479 0.8711
O 4.4197 4.4475 -4.6855
O 1.1955 -5.7732 2.4396
O 1.5304 -5.2276 -0.4834
O -2.1015 0.4714 0.4500
O -2.2588 0.4038 3.6221
O -0.4363 3.5146 2.0908
O 4.7430 -8.0965 -3.4077
O 5.2144 -4.9701 -2.3447
O 0.2561 0.2806 3.5344
O 3.0121 3.8569 -2.1614
C -0.7116 3.1134 -1.5911
C 0.2943 -4.6865 2.5410
C 1.7624 -6.4739 0.1835
C -2.3478 5.0471 1.7899
C -1.2112 0.7564 1.1898
C 4.1138 2.9883 -1.7923
C -4.7176 -1.3137 4.0772
C 2.4938 -4.2513 -0.1143
C 0.8895 -6.6955 1.4018
C 3.4529 5.1699 -2.5812
C -0.8550 4.8523 2.1796
C 0.0092 3.6223 -0.3508
C -2.9108 -5.2385 -1.1197
C -0.6905 2.9862 0.8398
C 3.8940 3.2481 -5.2337
C -6.2468 -1.5862 4.1171
C -2.0381 3.5082 -1.9850
C 3.4673 5.2933 -4.1027
H 4.4856 3.2751 -0.8067
H 2.4713 5.0939 -4.5267
H 1.0987 -7.6937 1.7962
H -4.3200 -1.7024 3.0563
H 3.7366 6.3172 -4.3687
H -2.9404 4.0963 1.8977
H -0.7283 5.1351 3.2118
H 0.7578 -3.9324 3.1747
H -0.2617 5.5531 1.5993
H -1.6886 -1.7277 1.7778
H -6.5822 -1.0852 3.1544
H -2.9100 3.0410 -1.5552
H 3.4414 -4.4592 -0.6185
H 2.6520 -4.2175 0.9656
H -2.8073 5.8057 2.3983
H -2.1768 4.2448 -2.7617
H -0.6426 -5.0091 3.0079
H 0.0789 -4.2403 1.5703
H 4.4321 5.4026 -2.1663
H -4.1911 -1.8239 4.8878
H 1.5473 -7.2565 -0.5509
H -0.2341 2.3006 -2.1979
H 4.7239 2.5681 -5.4102
H 2.8152 -6.5561 0.4735
H 3.1902 2.7514 -4.5451
H 3.7299 1.9693 -1.7423
H 4.9434 3.0077 -2.5182
H 3.3975 3.4529 -6.1870
H 2.1311 -3.2777 -0.4437
H 1.0080 3.1976 -0.3759
H -0.1668 -6.6549 1.1404
H 0.0629 4.6984 -0.3178
H -1.7546 2.9391 0.6050
H -4.4797 -0.2573 4.1293
H -6.4197 -2.6628 3.9380
H 0.2543 -0.0730 4.4306
H 2.7364 5.8936 -2.1699
H -2.3383 5.4216 0.7867
*
```

These records have energy values of -353290.9578 -163957.4891 -87245.6963 -36395.4132 -240098.3906 eV, in the order they appear.
These records have HOMO energy values of -3.873 -10.985 -8.785 -6.119 -9.036 eV, in the order they appear.